No. 1
CHF2NO | ωB97M-V/def2-TZVPD

```
6
CHF2NO, DFT ωB97M-V/def2-TZVPD
C 0.139 0.127 0.595
N 0.042 -2.155 0.904
O -0.637 -2.327 1.874
F 1.337 0.110 1.115
F -0.754 0.684 1.492
H 0.018 0.768 -0.262
```

Results
- Molar mass: 81.0 g/mol
- Relative energy (zero: lowest compared OMol25 entry of this formula, charge and spin): 265.03 kJ/mol
- HOMO level: -8.608 eV
- Total energy: -10020.950 eV
- Kohn-Sham gap: 7.795 eV

=====

No. 2
CHF2NO2 | ωB97M-V/def2-TZVPD

```
7
CHF2NO2, DFT ωB97M-V/def2-TZVPD
C -1.176 1.032 2.020
N -0.666 1.797 1.185
O -1.679 2.381 0.040
O 0.163 2.575 1.485
F -2.381 0.185 1.729
F -0.440 0.255 2.749
H -2.593 2.269 -0.365
```

Results
- Molar mass: 97.0 g/mol
- SMILES: [O-][N+](O)=C(F)F
- Relative energy (zero: lowest compared OMol25 entry of this formula, charge and spin): 413.19 kJ/mol
- HOMO level (alpha / beta): -10.455 / -10.454 eV
- Total energy: -12066.148 eV
- Kohn-Sham gap (alpha / beta): 9.336 / 9.335 eV

=====

No. 3
CHF2OS2 | ωB97M-V/def2-TZVPD

```
7
CHF2OS2, DFT ωB97M-V/def2-TZVPD
C 1.304 -0.671 0.224
O -2.433 0.470 -0.515
F 1.000 -2.006 0.308
F 2.018 -0.589 -0.957
S 0.984 2.104 0.039
S 0.125 0.448 0.634
H -2.999 0.246 0.267
```

Results
- Molar mass: 131.1 g/mol
- Total charge: -1
- Relative energy (zero: lowest compared OMol25 entry of this formula, charge and spin): 315.32 kJ/mol
- HOMO level (alpha / beta): -3.652 / -3.644 eV
- Total energy: -30204.038 eV
- Kohn-Sham gap (alpha / beta): 6.257 / 6.248 eV

=====

No. 4
CHF3IO3PS | ωB97M-V/def2-TZVPD

```
11
CHF3IO3PS, DFT ωB97M-V/def2-TZVPD
C 2.549 -0.714 1.545
O -0.623 -1.173 1.897
O -0.878 -1.429 -0.547
O 0.452 -3.408 -1.458
F 3.325 -1.730 1.159
F 3.055 0.266 0.800
F 1.382 -1.519 -0.434
P -1.023 -0.544 0.670
S 0.343 -2.693 -0.223
I -3.343 -0.168 0.238
H -0.464 0.875 0.530
```

Results
- Molar mass: 308.0 g/mol
- Relative energy (zero: lowest compared OMol25 entry of this formula, charge and spin): 86.11 kJ/mol
- HOMO level: -10.207 eV
- Total energy: -43570.541 eV
- Kohn-Sham gap: 9.511 eV

=====

No. 5
CHF3MgNO3PrS2 | ωB97M-V/def2-TZVPD

```
13
CHF3MgNO3PrS2, DFT ωB97M-V/def2-TZVPD
Pr 2.746 -1.070 1.364
N 0.658 0.111 -1.564
S 2.154 0.972 -1.258
O 3.038 -0.074 -0.393
S -0.257 0.019 -0.344
O 0.340 -0.660 0.940
O -1.493 -0.802 -0.558
C -0.866 1.691 0.362
F -0.028 2.127 1.274
F -0.945 2.543 -0.631
F -2.052 1.503 0.897
Mg -1.238 -2.140 0.954
H -2.058 -4.219 -1.041
```

Results
- 2S+1: 3
- Molar mass: 361.4 g/mol
- Total charge: +2
- HOMO level (alpha / beta): -14.083 / -14.073 eV
- Total energy: -58000.005 eV
- ⟨S²⟩: 2.309
- Kohn-Sham gap (alpha / beta): 3.231 / 4.669 eV

=====

No. 6
CHF3N2 | ωB97M-V/def2-TZVPD

```
7
CHF3N2, DFT ωB97M-V/def2-TZVPD
C -0.218 0.808 0.521
N 0.091 1.571 -0.368
N -2.024 0.229 0.360
F 1.363 2.284 -0.443
F -2.766 1.302 0.486
F -2.245 -0.191 -0.875
H 0.047 0.056 1.283
```

Results
- Molar mass: 98.0 g/mol
- Relative energy (zero: lowest compared OMol25 entry of this formula, charge and spin): 908.58 kJ/mol
- HOMO level (alpha / beta): -10.169 / -10.166 eV
- Total energy: -12177.368 eV
- Kohn-Sham gap (alpha / beta): 9.560 / 9.557 eV

=====

No. 7
CHF3N2O | ωB97M-V/def2-TZVPD

```
8
CHF3N2O, DFT ωB97M-V/def2-TZVPD
C 0.757 1.030 0.203
N 0.218 -0.164 -0.272
N -0.478 -0.959 0.503
O 0.815 1.340 1.369
F -0.040 -0.047 -1.693
F -0.319 -2.249 0.058
F -1.816 -0.652 0.380
H 0.863 1.702 -0.548
```

Results
- Molar mass: 114.0 g/mol
- SMILES: O=CN(F)N(F)F
- Relative energy (zero: lowest compared OMol25 entry of this formula, charge and spin): 474.36 kJ/mol
- HOMO level: -11.520 eV
- Total energy: -14226.282 eV
- Kohn-Sham gap: 11.637 eV

=====

No. 8
CHF3N2O3 | ωB97M-V/def2-TZVPD

```
10
CHF3N2O3, DFT ωB97M-V/def2-TZVPD
C 1.667 -1.503 -0.231
N 1.037 -0.260 -0.097
N 0.298 -0.536 2.226
O 1.071 -0.594 3.079
O -0.803 -0.544 1.958
O -0.337 -0.209 -0.442
F 2.976 -1.457 -0.090
F 1.390 -2.516 0.683
F 1.401 -2.037 -1.426
H -0.459 0.688 -0.834
```

Results
- Molar mass: 146.0 g/mol
- Relative energy (zero: lowest compared OMol25 entry of this formula, charge and spin): 157.04 kJ/mol
- HOMO level (alpha / beta): -9.603 / -10.832 eV
- Total energy: -18321.478 eV
- Kohn-Sham gap (alpha / beta): 7.990 / 10.053 eV